[1]
Here is C3H4AuO2 as an isolated structure at a distorted geometry from the OMol25 dataset. Energies are from wB97M-V/def2-TZVPD.

Positions of all 10 atoms, in Å:
Au: -0.9888 -0.3905 1.3492
O: 0.4216 0.2882 0.0929
O: -1.2625 1.4877 0.5963
C: -2.6933 -0.9075 0.6441
C: -0.1291 1.5963 0.0687
C: 1.6190 0.0234 -0.6243
H: 1.4773 -0.8802 -1.2282
H: 1.8435 0.8662 -1.2883
H: 2.4367 -0.1193 0.0918
H: -2.7244 -1.9642 0.2978

Its LUMO energy (alpha / beta) is -7.143 / -7.740 eV. For the HOMO energy (alpha / beta), the calculation gives -14.38 / -14.88 eV. The value obtained for the HOMO-LUMO gap (alpha / beta) is 7.24 / 7.14 eV. The value obtained for the max |F| is 5.829 eV/A. The expectation value of S² is 2.049. Its net charge is +1. Its spin multiplicity is 3.



[2]
Here is C3H4AuO3 as an isolated structure at a distorted geometry from the OMol25 dataset. Energies are from wB97M-V/def2-TZVPD.

Positions of all 11 atoms, in Å:
Au: -0.4282 0.0139 -1.9920
O: -1.2606 1.0765 -0.8411
O: 0.5789 -1.4014 0.3504
O: 0.8472 -2.2907 -1.7213
C: 0.5828 -0.0128 0.6950
C: 0.7687 -1.2589 -1.0180
C: -0.9098 0.9330 0.4569
H: -1.6807 0.4092 1.0556
H: 0.7080 0.0038 1.7868
H: 1.4021 0.6263 0.3255
H: -0.6084 1.9012 0.9022

Its LUMO energy (alpha / beta) is -5.866 / -8.866 eV. For the HOMO energy (alpha / beta), the calculation gives -14.35 / -15.32 eV. The value obtained for the HOMO-LUMO gap (alpha / beta) is 8.48 / 6.46 eV. The value obtained for the max |F| is 7.889 eV/A. The expectation value of S² is 2.018. Its net charge is +1. Its spin multiplicity is 3.



[3]
Here is C3H4BN as an isolated structure at a distorted geometry from the OMol25 dataset. Energies are from wB97M-V/def2-TZVPD.

Positions of all 9 atoms, in Å:
N: -2.6542 -0.6516 0.9907
C: 0.9852 0.3750 0.5008
C: -1.0975 0.0656 -0.7853
C: -2.0140 -0.3803 0.0408
B: 0.3819 -0.0527 -1.0137
H: 1.9363 0.9210 0.7585
H: 0.0718 0.6684 0.9700
H: 1.2061 -0.9940 0.4033
H: 1.1844 0.0486 -1.8651

Its LUMO energy (alpha / beta) is -2.189 / -2.188 eV. For the HOMO energy (alpha / beta), the calculation gives -9.41 / -9.40 eV. The value obtained for the HOMO-LUMO gap (alpha / beta) is 7.22 / 7.22 eV. The value obtained for the max |F| is 4.497 eV/A.



[4]
Here is C3H4BNO2 in the gas phase at a distorted geometry from the OMol25 dataset. Energies are from wB97M-V/def2-TZVPD.

Positions of all 11 atoms, in Å:
O: 0.9573 -0.4576 -1.2308
O: -0.8584 -0.2613 0.0767
N: 0.1613 2.8853 -0.4970
C: 0.2598 1.7432 -0.6151
C: 0.2014 0.3875 -0.5008
C: -1.0677 -0.2331 1.4612
B: 1.6424 -1.3763 -1.7516
H: -1.8953 -0.8512 1.5893
H: -0.1270 -0.5498 1.9162
H: -1.5421 0.7135 1.9754
H: 2.2683 -2.0001 -2.4235

Its LUMO energy (alpha / beta) is -0.501 / -0.500 eV. For the HOMO energy (alpha / beta), the calculation gives -6.91 / -6.92 eV. The value obtained for the HOMO-LUMO gap (alpha / beta) is 6.41 / 6.42 eV. The value obtained for the max |F| is 4.195 eV/A.



[5]
Here is C3H4BaLiO3 as an isolated structure at a distorted geometry from the OMol25 dataset. Energies are from wB97M-V/def2-TZVPD.

Positions of all 12 atoms, in Å:
Ba: -0.8900 -1.3636 -0.4019
O: 0.4096 0.0752 1.0759
O: -3.4211 -1.3005 1.9278
O: 0.8446 -0.1366 -1.5308
C: 1.4288 0.6484 0.6581
C: -3.1020 -0.4233 0.9972
C: 1.7571 0.6052 -0.7978
Li: 0.9214 -0.2333 -3.3211
H: 1.8099 1.6655 -1.1217
H: 2.7934 0.2159 -0.8757
H: 1.8118 1.5101 1.2328
H: -4.3634 -1.2629 2.1571

Its LUMO energy (alpha / beta) is -4.493 / -4.528 eV. For the HOMO energy (alpha / beta), the calculation gives -7.62 / -7.85 eV. The value obtained for the HOMO-LUMO gap (alpha / beta) is 3.13 / 3.32 eV. The value obtained for the max |F| is 3.171 eV/A. Its net charge is +1.



[6]
Here is C3H4BaO4 as an isolated structure at a distorted geometry from the OMol25 dataset. Energies are from wB97M-V/def2-TZVPD.

Positions of all 12 atoms, in Å:
Ba: -1.2269 -1.1421 -3.0501
O: -0.6808 -1.4120 1.3744
O: 1.5318 -1.4587 0.3824
O: 1.6869 0.8326 0.8339
O: 0.4117 -0.2093 -1.0736
C: 1.5379 -1.6104 1.8048
C: 0.1528 -1.9311 2.1632
C: 0.8876 -0.3583 0.0453
H: 2.2806 -2.3642 2.0764
H: -0.0909 -2.0719 3.2299
H: 1.8762 -0.3097 2.0472
H: 1.1716 1.6355 0.6874

Its LUMO energy (alpha / beta) is -3.776 / -3.795 eV. For the HOMO energy (alpha / beta), the calculation gives -8.53 / -14.28 eV. The value obtained for the HOMO-LUMO gap (alpha / beta) is 4.75 / 10.48 eV. The value obtained for the max |F| is 4.982 eV/A. The expectation value of S² is 0.750. Its net charge is +1. Its spin multiplicity is 2.



[7]
Here is C3H4BiO2 as an isolated structure at a distorted geometry from the OMol25 dataset. Energies are from wB97M-V/def2-TZVPD.

Positions of all 10 atoms, in Å:
Bi: -3.2010 0.9058 1.6938
O: -3.5870 2.7129 0.0217
O: -1.6787 1.7975 0.1231
C: -2.1835 -0.8447 0.9204
C: -2.3648 2.5419 -0.6331
C: -0.8911 -0.5047 0.6776
H: -2.2444 -1.7985 1.4684
H: -0.6756 0.2605 1.7928
H: -0.2156 -1.1117 0.0591
H: -4.0252 3.5274 -0.2442

Its LUMO energy (alpha / beta) is -7.325 / -6.733 eV. For the HOMO energy (alpha / beta), the calculation gives -12.90 / -13.07 eV. The value obtained for the HOMO-LUMO gap (alpha / beta) is 5.58 / 6.33 eV. The value obtained for the max |F| is 5.089 eV/A. Its net charge is +1.



[8]
Here is C3H4BiO2 as an isolated structure at a distorted geometry from the OMol25 dataset. Energies are from wB97M-V/def2-TZVPD.

Positions of all 10 atoms, in Å:
Bi: 0.1542 2.5925 -1.6852
O: 1.1641 0.1216 0.0712
O: -0.9317 0.4464 0.3281
C: -0.7678 -0.8892 0.6508
C: 0.6962 -1.1197 0.6811
C: 0.1916 0.9490 -0.1176
H: -1.5765 -1.3655 1.1931
H: 1.1373 -1.1986 1.6866
H: 1.0501 -1.9593 0.0653
H: -1.1175 2.4230 -2.8735

Its LUMO energy (alpha / beta) is -12.729 / -12.518 eV. For the HOMO energy (alpha / beta), the calculation gives -17.52 / -20.37 eV. The value obtained for the HOMO-LUMO gap (alpha / beta) is 4.79 / 7.86 eV. The value obtained for the max |F| is 2.440 eV/A. The expectation value of S² is 0.766. Its net charge is +2. Its spin multiplicity is 2.



[9]
Here is C3H4BiO2 as an isolated structure at a distorted geometry from the OMol25 dataset. Energies are from wB97M-V/def2-TZVPD.

Positions of all 10 atoms, in Å:
Bi: 1.5926 3.3124 0.5773
O: 0.8905 1.5746 -0.0370
O: -1.8706 -0.6363 0.0809
C: -0.8459 -1.4228 -0.0009
C: 0.5813 0.4522 0.3578
C: 0.2921 -0.6678 -0.6068
H: 1.1619 -1.3481 -0.4638
H: 0.6475 0.2112 1.4328
H: 0.2175 -0.3404 -1.6535
H: -2.6668 -1.1350 0.3132

Its LUMO energy (alpha / beta) is -16.189 / -16.393 eV. For the HOMO energy (alpha / beta), the calculation gives -25.60 / -22.79 eV. The value obtained for the HOMO-LUMO gap (alpha / beta) is 9.41 / 6.40 eV. The value obtained for the max |F| is 5.463 eV/A. Its net charge is +3.



[10]
Here is C3H4Br2Na5O3 as an isolated structure at a distorted geometry from the OMol25 dataset. Energies are from wB97M-V/def2-TZVPD.

Positions of all 17 atoms, in Å:
Br: -1.0882 -1.7162 0.1500
Br: 2.3634 -0.8370 -2.9202
Na: 0.3903 0.4831 2.7344
Na: -2.0945 1.1008 3.0559
Na: 0.9550 2.8426 1.4878
Na: -0.1971 2.2074 -0.8167
Na: -2.4956 -0.0247 0.5383
O: -1.2132 0.4030 1.7740
O: -1.2584 0.9747 -0.2025
O: 0.5702 1.2927 0.8667
C: 1.1598 -1.8379 -1.6701
C: 0.3806 -0.7103 -0.8633
C: -0.6079 0.8742 0.7920
H: 1.0065 -0.2290 -0.1118
H: -0.1108 0.0702 -1.4441
H: 0.5070 -2.3903 -2.3459
H: 1.7329 -2.5034 -1.0245

Its LUMO energy is -12.500 eV. For the HOMO energy, the calculation gives -18.17 eV. The value obtained for the HOMO-LUMO gap is 5.67 eV. The value obtained for the max |F| is 10.353 eV/A. Its net charge is +3.



[11]
Here is C3H4Br2O as an isolated structure at a distorted geometry from the OMol25 dataset. Energies are from wB97M-V/def2-TZVPD.

Positions of all 10 atoms, in Å:
Br: -2.7015 -1.2254 -1.1326
Br: -1.8110 1.2569 -2.9773
O: 0.5839 -1.0885 -0.9846
C: 0.4830 0.2374 -0.7050
C: -2.0114 0.5286 -1.2123
C: 0.8388 -0.7376 0.3522
H: 1.7954 -0.7660 0.7494
H: 0.0021 -1.0797 0.8527
H: 0.6690 1.1478 -1.2050
H: -2.5214 1.1317 -0.4578

Its LUMO energy (alpha / beta) is -0.172 / 0.363 eV. For the HOMO energy (alpha / beta), the calculation gives -8.01 / -8.18 eV. The value obtained for the HOMO-LUMO gap (alpha / beta) is 7.84 / 8.55 eV. The value obtained for the max |F| is 3.933 eV/A.



[12]
Here is C3H4Br2O in the gas phase at a distorted geometry from the OMol25 dataset. Energies are from wB97M-V/def2-TZVPD.

Positions of all 10 atoms, in Å:
Br: -1.1364 0.8994 -1.9748
Br: 2.1230 -0.3987 1.0642
O: 0.0254 1.4956 0.6077
C: -0.7708 -0.8527 0.1998
C: 1.1062 0.7882 -0.0216
C: -0.2809 0.4300 -0.1703
H: -0.5662 -1.7205 -0.5119
H: -1.8029 -0.9176 0.4392
H: -0.3291 -1.0577 1.2245
H: 1.6316 1.3341 -0.8568

Its LUMO energy is 0.620 eV. For the HOMO energy, the calculation gives -10.23 eV. The value obtained for the HOMO-LUMO gap is 10.85 eV. The value obtained for the max |F| is 4.219 eV/A.



[13]
Here is a 2-piece molecular cluster, C3H4BrCl overall at a distorted geometry from the OMol25 dataset. Energies are from wB97M-V/def2-TZVPD.

Positions of all 9 atoms, in Å:
Br: -1.1898 0.5213 2.3088
Cl: 1.8868 -1.8001 2.4931
C: 0.1366 -0.3700 -0.0940
C: -0.2437 0.6344 -1.0823
C: -0.2422 -0.3773 1.1523
H: 0.6487 -1.1573 -0.6621
H: -1.2061 0.3406 -1.5696
H: -0.3009 1.6324 -0.6535
H: 0.5105 0.5760 -1.8928

Its LUMO energy (alpha / beta) is -2.533 / -2.533 eV. For the HOMO energy (alpha / beta), the calculation gives -9.31 / -9.31 eV. The value obtained for the HOMO-LUMO gap (alpha / beta) is 6.77 / 6.77 eV. The value obtained for the max |F| is 2.662 eV/A.



[14]
Here is a 3-piece molecular cluster, C3H4BrClO2 overall at a distorted geometry from the OMol25 dataset. Energies are from wB97M-V/def2-TZVPD.

Positions of all 11 atoms, in Å:
Br: 0.5580 1.3054 -1.5873
Cl: 3.8274 1.5545 1.6475
O: -1.5530 0.1211 -2.8337
O: 0.1244 0.3339 3.2922
C: -0.9879 0.0511 -1.8203
C: -0.3201 0.0300 2.3133
C: -1.0829 -0.8490 -0.7032
H: -0.6758 -0.5814 0.2975
H: 2.7564 0.9773 1.0975
H: -2.1612 -1.1873 -0.5563
H: -0.4853 -1.7556 -1.1471

Its LUMO energy is 0.493 eV. For the HOMO energy, the calculation gives -10.49 eV. The value obtained for the HOMO-LUMO gap is 10.98 eV. The value obtained for the max |F| is 3.548 eV/A.



[15]
Here is C3H4BrN in the gas phase at a distorted geometry from the OMol25 dataset. Energies are from wB97M-V/def2-TZVPD.

Positions of all 9 atoms, in Å:
Br: 2.0977 -0.5454 0.0672
N: 0.7998 1.9729 -0.0493
C: -0.7391 0.0169 0.1079
C: 0.5499 0.6391 0.0502
C: -0.9210 -1.2893 -0.0760
H: -1.8974 -1.7381 -0.0323
H: -0.1015 -1.9584 -0.2858
H: 1.7788 2.2193 -0.0812
H: -1.5671 0.6830 0.2991

Its LUMO energy is -0.192 eV. For the HOMO energy, the calculation gives -10.03 eV. The value obtained for the HOMO-LUMO gap is 9.84 eV. The value obtained for the max |F| is 6.568 eV/A.



[16]
Here is C3H4BrNO in the gas phase at a distorted geometry from the OMol25 dataset. Energies are from wB97M-V/def2-TZVPD.

Positions of all 10 atoms, in Å:
Br: -0.6138 2.2532 -2.0713
O: -2.1583 0.1370 0.9531
N: -0.4352 0.6763 -0.4808
C: 0.8450 0.0545 -0.4400
C: 0.2120 -0.7523 0.7382
C: -1.1092 0.0467 0.4739
H: 0.8979 -0.5824 -1.2610
H: 0.0649 -1.8845 0.5298
H: 1.6929 0.7897 -0.2746
H: 0.6038 -0.7382 1.8327

Its LUMO energy is -1.930 eV. For the HOMO energy, the calculation gives -10.11 eV. The value obtained for the HOMO-LUMO gap is 8.18 eV. The value obtained for the max |F| is 5.150 eV/A.



[17]
Here is C3H4BrNO as an isolated structure at a distorted geometry from the OMol25 dataset. Energies are from wB97M-V/def2-TZVPD.

Positions of all 10 atoms, in Å:
Br: 0.7336 0.8838 -3.4821
O: -0.2760 -0.2854 0.8398
N: 0.1209 0.4173 -1.8922
C: 0.8089 0.2083 0.3953
C: 1.0394 0.5143 -0.9596
C: -1.4444 -0.4326 0.2362
H: 1.5568 0.0989 1.1157
H: -2.1325 -0.9339 1.0207
H: -1.6889 -0.4261 -0.7416
H: 2.1414 0.7285 -1.1883

Its LUMO energy (alpha / beta) is 0.789 / -1.390 eV. For the HOMO energy (alpha / beta), the calculation gives -6.93 / -9.72 eV. The value obtained for the HOMO-LUMO gap (alpha / beta) is 7.72 / 8.33 eV. The value obtained for the max |F| is 5.962 eV/A. The expectation value of S² is 2.027. Its spin multiplicity is 3.



[18]
Here is a 2-piece molecular cluster, C3H4BrNO2 overall at a distorted geometry from the OMol25 dataset. Energies are from wB97M-V/def2-TZVPD.

Positions of all 11 atoms, in Å:
Br: 2.3941 1.8055 -0.0800
O: 1.1106 0.2403 2.7491
O: -1.0557 0.2624 2.6015
N: 0.0768 0.2192 2.1367
C: 0.0518 0.1110 0.7563
C: -0.2495 -0.2595 -1.6978
C: -0.5117 -0.4724 -0.2520
H: 0.3432 0.6383 -1.8480
H: 0.2990 -1.1135 -2.0940
H: -1.2633 -1.2385 -0.0366
H: -1.1953 -0.1927 -2.2353

Its LUMO energy (alpha / beta) is -3.362 / -3.370 eV. For the HOMO energy (alpha / beta), the calculation gives -9.94 / -9.94 eV. The value obtained for the HOMO-LUMO gap (alpha / beta) is 6.58 / 6.57 eV. The value obtained for the max |F| is 3.324 eV/A.



[19]
Here is C3H4CdLiO4 as an isolated structure at a distorted geometry from the OMol25 dataset. Energies are from wB97M-V/def2-TZVPD.

Positions of all 13 atoms, in Å:
Cd: 2.3536 1.9527 -0.4661
O: -1.5893 0.2857 1.3203
O: 1.1658 -1.7827 0.2189
O: -0.4533 -0.4938 -0.5325
O: 1.3606 0.4487 0.4108
C: -1.5303 -0.0727 0.0607
C: 0.8190 -0.6283 0.0926
C: -2.5364 0.6835 -0.6439
Li: 2.4794 -3.0045 0.6039
H: -2.3942 -0.1026 1.7520
H: -2.1570 0.9592 -1.6357
H: -3.4363 0.0770 -0.7968
H: -2.8004 1.3004 0.4320

Its LUMO energy (alpha / beta) is -8.617 / -9.142 eV. For the HOMO energy (alpha / beta), the calculation gives -15.67 / -19.72 eV. The value obtained for the HOMO-LUMO gap (alpha / beta) is 7.05 / 10.58 eV. The value obtained for the max |F| is 4.796 eV/A. The expectation value of S² is 0.751. Its net charge is +2. Its spin multiplicity is 2.



[20]
Here is C3H4Cl2 in the gas phase at a distorted geometry from the OMol25 dataset. Energies are from wB97M-V/def2-TZVPD.

Positions of all 9 atoms, in Å:
Cl: 2.0163 -0.0631 -0.2000
Cl: -0.9990 -1.2356 0.0520
C: -2.0622 1.2436 -0.2415
C: 0.7314 0.9859 0.4555
C: -0.9263 0.4447 0.0695
H: 0.5773 0.6080 1.5096
H: -3.0513 0.7626 -0.3723
H: 0.7255 2.2104 0.1764
H: -2.0049 2.4515 -0.4992

Its LUMO energy is 0.819 eV. For the HOMO energy, the calculation gives -9.41 eV. The value obtained for the HOMO-LUMO gap is 10.23 eV. The value obtained for the max |F| is 4.515 eV/A.



Quick rundown of molecular weight, same order as above: 269.030, 285.029, 64.884, 96.882, 232.331, 241.389, 281.043, 281.043, 281.043, 362.820, 215.872, 215.872, 155.422, 187.420, 133.976, 149.975, 149.975, 165.974, 223.414, 110.971 g mol⁻¹